(1)
Density functional theory data (ωB97M-V/def2-TZVPD) for a cluster of 10 separate species, C29H81N21O14P in total.

For the largest force on an atom, the calculation gives 11.0 eV Å⁻¹. As for the spin multiplicity: 1. The total charge is -1. As for the calculated total energy: -100637.051 eV.

Geometry as XYZ:
```
146
C29H81N21O14P ωB97M-V/def2-TZVPD
C -3.69 3.50 -1.23
C -3.64 3.44 0.26
N -2.34 3.63 0.80
P -1.22 2.21 1.12
C 0.01 2.83 -0.27
C 0.35 1.96 -1.44
C 1.52 1.08 -1.15
C 2.84 1.75 -1.26
C 3.25 2.19 0.10
O 4.47 1.50 0.49
C 4.93 1.72 1.65
C 4.62 2.94 2.36
O 5.63 0.96 2.11
C -2.28 1.67 2.68
C -1.56 1.21 3.93
N -0.13 0.83 3.77
C 0.77 1.95 4.11
C 1.93 2.00 3.15
C 0.16 -0.13 4.73
C 1.04 -1.21 4.30
O -0.20 -0.11 5.79
O -2.14 1.16 0.04
C -1.75 -0.16 -0.11
C -2.03 -1.10 1.05
N -2.19 -2.52 0.58
C -1.08 -3.41 0.78
C -0.03 -3.44 -0.27
C -0.53 -3.21 -1.65
O 1.02 -2.58 0.05
H -3.43 2.57 -1.64
H -2.97 4.22 -1.51
H -4.63 3.85 -1.55
H -4.21 4.29 0.55
H -4.22 2.63 0.63
H -2.30 4.31 1.53
H -0.30 1.12 1.37
H -0.45 3.07 2.04
H 0.92 3.04 0.25
H -0.30 3.76 -0.63
H 0.69 2.60 -2.23
H -0.42 1.40 -1.89
H 1.37 0.64 -0.21
H 1.47 0.31 -1.86
H 2.85 2.54 -1.94
H 3.53 1.00 -1.53
H 3.43 3.23 0.09
H 2.52 1.95 0.79
H 5.33 3.68 2.13
H 3.65 3.31 2.20
H 4.71 2.74 3.38
H -2.87 2.48 2.97
H -2.98 0.96 2.38
H -2.11 0.43 4.36
H -1.62 1.98 4.65
H 0.25 2.85 4.03
H 1.11 1.89 5.11
H 2.81 2.31 3.66
H 2.07 1.05 2.71
H 1.69 2.68 2.39
H 0.65 -2.12 4.64
H 1.97 -1.07 4.78
H 1.18 -1.18 3.25
H -2.29 -0.53 -0.95
H -0.74 -0.30 -0.37
H -2.92 -0.86 1.56
H -1.19 -1.10 1.68
H -2.97 -2.89 1.09
H -1.48 -4.39 0.78
H -0.61 -3.30 1.73
H 0.40 -4.41 -0.26
H 0.19 -2.64 -2.15
H -1.43 -2.66 -1.70
H -0.68 -4.11 -2.18
H 1.62 -2.65 -0.69
C -2.17 4.58 6.07
O -1.53 4.26 5.10
N -2.66 3.65 6.96
N -2.48 5.89 6.35
H -3.19 3.89 7.77
H -2.45 2.69 6.77
H -2.15 6.59 5.71
H -3.01 6.18 7.15
C 4.32 -3.78 -2.11
O 3.17 -3.36 -2.14
N 5.30 -3.21 -1.35
N 4.73 -4.87 -2.84
H 6.24 -3.55 -1.31
H 5.05 -2.40 -0.80
H 4.04 -5.31 -3.41
H 5.67 -5.23 -2.83
C -3.88 -1.56 -3.63
O -3.21 -1.22 -2.67
N -4.73 -2.63 -3.57
N -3.83 -0.89 -4.84
H -5.30 -2.93 -4.34
H -4.78 -3.13 -2.71
H -3.22 -0.10 -4.89
H -4.37 -1.15 -5.64
C -3.59 7.52 -0.98
O -4.02 7.13 0.09
N -2.37 7.11 -1.43
N -4.29 8.36 -1.82
H -1.96 7.39 -2.30
H -1.86 6.49 -0.82
H -5.19 8.67 -1.51
H -3.94 8.67 -2.70
C -2.56 -7.36 -3.71
O -3.67 -6.94 -3.97
N -1.72 -6.74 -2.83
N -2.05 -8.50 -4.30
H -0.80 -7.07 -2.61
H -2.05 -5.91 -2.37
H -2.64 -8.97 -4.95
H -1.14 -8.86 -4.11
C 6.38 -7.90 -2.10
O 6.76 -6.88 -2.65
N 5.81 -7.89 -0.86
N 6.51 -9.14 -2.69
H 5.49 -8.72 -0.39
H 5.70 -7.00 -0.42
H 6.93 -9.17 -3.59
H 6.21 -9.99 -2.25
C -1.22 5.61 -4.77
O -1.69 6.51 -4.10
N -1.56 5.41 -6.08
N -0.31 4.72 -4.25
H -1.18 4.68 -6.65
H -2.22 6.05 -6.48
H -0.06 4.83 -3.29
H 0.09 3.97 -4.78
C -7.37 -3.12 -1.34
O -6.90 -3.64 -2.33
N -7.95 -3.85 -0.33
N -7.36 -1.77 -1.15
H -8.34 -3.45 0.50
H -7.97 -4.85 -0.44
H -6.93 -1.21 -1.86
H -7.73 -1.31 -0.34
C 9.23 -1.00 2.77
O 9.72 -1.98 3.29
N 7.90 -0.70 2.85
N 9.98 -0.11 2.04
H 7.48 0.11 2.42
H 7.32 -1.32 3.37
H 10.96 -0.30 1.95
H 9.60 0.70 1.60
```

(2)
Density functional theory data (ωB97M-V/def2-TZVPD) for a cluster of 15 separate species, C29H84BN5O16 in total.

For the largest force on an atom, the calculation gives 5.9 eV Å⁻¹. As for the spin multiplicity: 1. As for the calculated total energy: -72313.942 eV.

Geometry as XYZ:
```
135
C29H84BN5O16 ωB97M-V/def2-TZVPD
C 5.33 -0.83 -1.26
C 3.91 -0.85 -1.95
C 2.81 -1.02 -0.86
C 1.41 -0.64 -1.49
N 0.39 -1.11 -0.55
C -1.00 -0.62 -0.88
C -1.88 -1.86 -0.64
N -2.43 -2.81 -0.43
N -1.02 -0.15 -2.26
C -1.90 -0.64 -3.05
C -1.64 -1.86 -4.01
C -3.31 -0.03 -3.17
C -1.31 0.53 0.18
C -0.49 0.19 1.42
N 0.03 -0.17 2.35
C -0.84 1.95 -0.28
N -1.71 2.57 -1.29
C -2.06 3.94 -0.80
B -2.84 0.62 0.68
O -3.04 1.08 2.02
O -3.97 0.32 -0.06
C -4.77 -0.62 0.75
C -5.60 -1.55 -0.14
H 5.92 0.01 -1.68
H 5.87 -1.77 -1.48
H 5.17 -0.70 -0.17
H 3.79 0.10 -2.50
H 3.79 -1.68 -2.67
H 3.04 -0.35 -0.01
H 2.72 -2.08 -0.54
H 1.40 -1.17 -2.47
H 1.44 0.46 -1.61
H 0.34 -2.13 -0.60
H -0.58 -2.16 -4.04
H -2.04 -1.67 -5.03
H -2.23 -2.70 -3.58
H -3.39 0.85 -2.51
H -3.43 0.38 -4.20
H -4.12 -0.77 -3.01
H -0.85 2.59 0.63
H 0.21 1.98 -0.64
H -1.25 2.65 -2.18
H -1.15 4.48 -0.44
H -2.46 4.54 -1.63
H -2.81 3.80 0.00
H -3.23 2.03 1.93
H -4.03 -1.24 1.30
H -5.38 -0.01 1.42
H -6.12 -1.01 -0.95
H -6.37 -2.06 0.48
H -5.02 -2.36 -0.63
C -0.60 -2.39 5.26
O 0.31 -2.62 4.20
H -0.44 -3.15 6.03
H -0.42 -1.40 5.69
H -1.62 -2.46 4.89
H 0.15 -1.93 3.54
C -3.00 -4.05 2.93
O -3.96 -4.07 3.99
H -3.18 -3.16 2.32
H -1.99 -4.01 3.35
H -3.12 -4.94 2.31
H -3.79 -4.86 4.51
C 1.02 2.96 4.19
O 1.17 1.55 4.33
H 1.53 3.45 5.02
H 1.48 3.30 3.25
H -0.04 3.23 4.21
H 0.71 1.14 3.58
C -0.80 7.49 -2.53
O -0.43 6.32 -1.80
H -1.86 7.43 -2.77
H -0.62 8.38 -1.91
H -0.22 7.56 -3.45
H 0.51 6.39 -1.60
C -3.28 -7.50 1.19
O -4.05 -8.45 1.91
H -2.87 -7.98 0.31
H -3.92 -6.67 0.88
H -2.46 -7.13 1.81
H -4.40 -8.01 2.69
C 3.39 5.06 -1.18
O 2.06 5.03 -0.65
H 3.40 5.67 -2.07
H 4.08 5.49 -0.44
H 3.72 4.05 -1.44
H 2.08 4.48 0.14
C 4.99 1.51 4.98
O 3.96 1.88 4.08
H 5.95 1.67 4.49
H 4.95 2.13 5.88
H 4.89 0.46 5.24
H 3.11 1.74 4.53
C 1.63 -4.80 0.41
O 0.63 -4.37 -0.51
H 2.60 -4.67 -0.05
H 1.58 -4.21 1.33
H 1.48 -5.86 0.65
H -0.23 -4.49 -0.08
C -4.27 1.89 4.87
O -5.21 1.85 5.94
H -4.45 2.79 4.28
H -3.25 1.93 5.27
H -4.38 1.01 4.24
H -5.03 1.05 6.45
C 2.25 8.23 -4.58
O 2.71 7.34 -3.56
H 3.12 8.71 -5.02
H 1.72 7.67 -5.35
H 1.59 8.98 -4.15
H 1.93 6.91 -3.17
C 2.09 4.48 -5.75
O 3.33 5.05 -5.35
H 2.29 3.62 -6.39
H 1.53 4.15 -4.87
H 1.50 5.22 -6.31
H 3.12 5.80 -4.78
C 0.97 -5.72 7.31
O 1.88 -5.95 6.24
H 1.13 -6.48 8.07
H 1.14 -4.73 7.74
H -0.06 -5.79 6.93
H 1.73 -5.27 5.58
C 4.26 -6.75 -2.28
O 3.26 -6.31 -3.19
H 5.24 -6.62 -2.74
H 4.22 -6.15 -1.36
H 4.11 -7.80 -2.04
H 2.41 -6.43 -2.76
C 0.58 1.07 -6.93
O -0.77 1.00 -6.48
H 0.64 1.80 -7.73
H 1.22 1.37 -6.10
H 0.90 0.10 -7.31
H -0.81 0.34 -5.77
```

Question: calculated total energy of number 2 (C29H84BN5O16)?
Answer: -72313.942 eV